Entry 1:
C4H7N3O | ωB97M-V/def2-TZVPD

Each line ends with the Löwdin charge.
Geometry (Å):
O -1.911 0.436 -0.639  -0.0370
N -1.252 -0.026 0.536  -0.1382
C -0.894 -1.400 0.319  -0.1248
N 0.287 -1.823 -0.029  0.0168
N 1.363 -1.086 -0.158  -0.0226
C 0.860 0.198 -0.480  -0.2858
C 0.964 1.540 0.136  -0.0140
C 0.012 0.531 0.731  -0.2540
H -2.859 0.580 -0.344  0.1316
H -1.582 -2.191 0.370  0.0975
H 1.963 -1.399 -0.889  0.1236
H 0.253 0.279 -1.411  0.1529
H 0.589 2.373 -0.451  0.1016
H 1.924 1.804 0.638  0.1203
H 0.282 0.185 1.671  0.1319

- SMILES = ON1C=NN[C@@H]2C[C@H]21
- calculated total energy (eV) = -10773.2488
- highest occupied orbital energy (eV) = -8.50

---

Entry 2:
C4H7N3O | ωB97M-V/def2-TZVPD

Each line ends with the Löwdin charge.
Geometry (Å):
H -0.100 1.864 -2.182  0.0326
N -0.039 2.451 -1.356  0.0980
C -0.048 1.773 -0.278  -0.5478
N 0.102 2.375 0.935  0.1454
N -0.039 0.359 -0.287  0.1033
C 0.113 -0.463 0.769  -0.4928
O 0.170 -0.244 1.958  0.0756
C -0.481 -1.820 0.187  -0.1270
C 0.290 -2.635 -0.553  0.0525
H 0.309 1.809 1.744  0.0745
H 0.404 3.334 0.911  0.1024
H -0.597 -0.623 -0.848  0.2292
H -1.229 -2.257 0.838  0.1109
H 1.011 -2.219 -1.245  0.0756
H 0.134 -3.704 -0.593  0.0677

- SMILES = [H]/N=C(/N)NC(=O)C=C
- calculated total energy (eV) = -10776.6526
- highest occupied orbital energy (spin up / spin down) (eV) = -9.01 / -9.01

---

Entry 3:
C4H7N3O | ωB97M-V/def2-TZVPD

Each line ends with the Löwdin charge.
Geometry (Å):
H -3.228 -1.152 0.264  0.0920
N -2.799 -0.277 -0.146  0.1505
C -1.564 -0.247 -0.128  -0.5966
N -0.792 0.886 -0.443  0.0294
C 0.334 1.081 0.374  -0.2183
C 1.605 0.295 -0.120  -0.1290
C 1.349 -1.203 -0.132  -0.1092
N 0.241 -1.861 -0.290  0.1218
O -0.892 -1.246 0.408  -0.0584
H -1.392 1.681 -0.618  0.1323
H 0.567 2.198 0.323  0.1465
H 0.113 0.604 1.345  0.1253
H 2.498 0.469 0.500  0.1101
H 1.827 0.658 -1.124  0.1141
H 2.134 -1.888 -0.213  0.0896

- SMILES = [H]/N=C1/NCCC=NO1
- calculated total energy (eV) = -10776.1695
- highest occupied orbital energy (eV) = -9.04

---

Entry 4:
C4H7N3O | ωB97M-V/def2-TZVPD

Each line ends with the Löwdin charge.
Geometry (Å):
C 0.497 1.427 -1.735  -0.0177
C 0.085 0.468 -0.721  -0.5489
C 0.663 -0.636 -0.469  -0.0325
C 0.249 -1.184 0.848  -0.2862
H -0.223 2.024 -2.340  0.0696
H 1.241 2.134 -0.779  0.2022
H 1.473 1.054 -2.375  0.1269
H 1.302 -1.073 -1.087  0.0660
H 0.938 -2.778 0.970  -0.0295
H -1.911 -1.278 2.241  0.1371
H -1.715 1.757 0.568  0.3606
N 0.361 -2.295 1.498  0.1459
N -0.440 0.030 1.451  -0.0372
N -0.682 0.762 0.259  -0.0341
O -1.839 -0.412 1.671  -0.1222

- calculated total energy (eV) = -10770.9335
- highest occupied orbital energy (eV) = -7.95

---

Entry 5:
C4H7N3O | ωB97M-V/def2-TZVPD

Each line ends with the Löwdin charge.
Geometry (Å):
H 1.230 2.797 -0.016  0.0865
N 1.005 1.775 0.088  0.0775
C 1.987 1.039 -0.048  -0.2732
N 1.749 -0.383 -0.101  -0.0211
C 0.705 -1.292 0.128  -0.1485
C -0.615 -1.118 -0.012  -0.1535
N -1.388 -0.001 -0.207  0.0275
C -2.713 0.042 -0.100  -0.3811
O -3.377 1.042 0.133  0.0042
H 3.014 1.292 -0.143  0.1083
H 2.694 -0.845 -0.060  0.1295
H 1.183 -2.313 0.372  0.1363
H -1.298 -1.963 0.360  0.1351
H -0.880 0.861 0.034  0.1135
H -3.298 -0.932 -0.426  0.1589

- SMILES = [H]/N=C/N/C=C\NC=O
- calculated total energy (eV) = -10777.9119
- highest occupied orbital energy (eV) = -7.99

---

Entry 6:
C4H7N3O | ωB97M-V/def2-TZVPD

Each line ends with the Löwdin charge.
Geometry (Å):
C 0.307 1.299 0.753  -0.1222
C -0.147 -1.170 0.955  -0.5169
C -0.464 1.785 -0.451  -0.1081
N -0.316 -2.333 0.197  0.1263
C 0.669 -0.113 0.365  -0.3029
N -0.281 1.051 -1.481  0.0787
N 1.067 -0.113 -0.936  0.1196
O -0.660 -1.081 2.068  0.0270
H -0.901 -3.024 0.640  0.0960
H 0.457 -2.671 -0.356  0.0785
H -0.640 1.321 -2.393  0.1017
H 0.915 -1.008 -1.403  0.0667
H 1.177 1.957 0.880  0.1210
H -0.294 1.314 1.664  0.1104
H -0.887 2.785 -0.501  0.1242

- calculated total energy (eV) = -10776.5604
- highest occupied orbital energy (spin up / spin down) (eV) = -7.74 / -7.74

---

Entry 7:
C4H7N3O | ωB97M-V/def2-TZVPD

Each line ends with the Löwdin charge.
Geometry (Å):
H 2.696 0.273 0.029  0.0584
N 2.020 1.044 -0.103  0.1406
C 0.823 0.704 0.022  -0.4383
N -0.377 1.473 -0.166  0.0885
C -1.362 0.569 0.325  -0.2671
C -2.327 -0.444 -0.072  -0.0200
C -0.847 -0.737 -0.323  -0.1756
N 0.427 -0.662 0.316  -0.0955
O 1.440 -1.587 -0.098  -0.0300
H -0.211 2.445 0.154  0.1487
H -1.320 0.472 1.403  0.1372
H -2.831 -0.398 -0.973  0.0811
H -2.856 -1.000 0.731  0.1220
H -0.795 -0.520 -1.350  0.1202
H 1.595 -2.118 0.733  0.1299

- SMILES = [H]/N=C1/N[C@H]2C[C@@H]2N1O
- calculated total energy (eV) = -10773.6646
- highest occupied orbital energy (eV) = -8.83

---

Entry 8:
C4H7N3O | ωB97M-V/def2-TZVPD

Each line ends with the Löwdin charge.
Geometry (Å):
C -2.853 -0.416 0.052  -0.0520
N -2.174 0.682 0.011  0.0197
N -0.796 0.424 -0.212  0.0009
C 0.144 1.434 -0.113  -0.4606
O -0.103 2.596 0.016  0.1097
N 1.565 0.890 -0.092  0.0160
C 1.795 -0.438 -0.683  -0.1631
C 1.840 -0.252 0.742  -0.1902
H -3.956 -0.398 0.100  0.0681
H -2.424 -1.474 -0.080  0.0910
H -0.484 -0.563 -0.027  0.1091
H 0.990 -1.038 -1.132  0.1041
H 2.705 -0.402 -1.309  0.1158
H 1.051 -0.845 1.354  0.1363
H 2.700 -0.201 1.375  0.0951

- SMILES = C=NNC(=O)N1CC1
- calculated total energy (eV) = -10776.1637
- highest occupied orbital energy (eV) = -9.80

---

Entry 9:
C4H7N3O | ωB97M-V/def2-TZVPD

Each line ends with the Löwdin charge.
Geometry (Å):
C 2.737 -0.400 0.776  0.0518
N 1.735 -0.080 0.053  -0.2392
O 1.447 0.936 -0.631  -0.0869
H 3.595 0.148 0.991  0.0623
H 2.696 -1.308 1.255  0.0509
H 1.138 -0.919 0.174  0.1052
C -1.318 -0.542 0.723  -0.1316
C -2.015 0.619 0.414  -0.1175
N -1.886 0.838 -0.901  0.0660
C -0.961 -0.074 -1.349  -0.1847
N -0.595 -0.935 -0.403  -0.0099
H -0.943 -0.875 1.696  0.0999
H -2.585 1.242 0.942  0.0656
H -2.338 1.602 -1.399  0.1637
H -0.706 -0.254 -2.343  0.1045

- SMILES = C=[NH+][O-].c1c[nH]cn1
- calculated total energy (eV) = -10775.7458
- highest occupied orbital energy (eV) = -8.57

---

Entry 10:
C4H7N3O | ωB97M-V/def2-TZVPD

Each line ends with the Löwdin charge.
Geometry (Å):
C 0.511 0.638 0.844  -0.2343
C 1.017 -0.939 -0.060  -0.4567
N 2.382 -0.920 -0.242  0.0917
N -2.171 1.244 0.227  0.0769
C 0.054 0.704 -0.541  -0.1421
C -1.344 0.786 -0.731  -0.1774
N 0.360 -2.020 -0.108  0.1169
O -0.089 0.815 1.878  0.0630
H 2.876 -0.243 0.321  0.0877
H 2.810 -1.835 -0.227  0.0932
H -0.647 -1.891 -0.073  0.0419
H -2.791 0.587 0.687  0.1082
H -1.909 1.999 0.845  0.0993
H 0.751 0.917 -1.334  0.1154
H -1.809 0.157 -1.485  0.1164

- calculated total energy (eV) = -10775.0455
- highest occupied orbital energy (spin up / spin down) (eV) = -7.60 / -7.60

---

Energy above the lowest of the compared OMol25 structures with the same formula, charge and spin list, top to bottom, in kcal/mol: 149.9, 71.4, 82.5, 203.3, 42.3, 73.5, 140.3, 82.6, 92.3, 108.4